Entry from the OMol25 dataset: 8 unconnected molecules or ions with the total composition C46H43F7O3 at a distorted geometry (the ωB97M-V functional and the def2-TZVPD basis).

```
99
Properties=species:S:1:pos:R:3:forces:R:3:lowdin_charge:R:1
C 1.400262 1.137039 -1.593076 -0.66 0.72 1.14 -0.09
C 1.264702 0.232169 -2.818346 -0.60 1.37 1.77 -0.18
O 0.962152 -1.119061 -2.415836 1.83 -0.53 0.42 0.04
C -0.219218 -1.561321 -1.999216 -2.23 -0.34 -2.87 -0.57
O -1.267848 -1.044271 -2.321116 0.20 0.30 1.10 0.12
O -0.130168 -2.816161 -1.542246 3.39 0.83 -0.38 0.00
C -1.153808 -3.701551 -1.279616 -1.90 0.00 0.49 -0.07
H 1.656772 2.156659 -1.880646 0.08 -0.01 -0.33 0.08
H 2.078012 0.895989 -0.774166 0.70 -0.70 -0.63 0.08
H 0.495452 1.252839 -0.996406 -0.62 -0.14 -0.50 0.07
H 2.229762 0.370059 -3.305946 -0.09 -1.38 -0.34 0.12
H 0.501682 0.691129 -3.447036 -0.21 -0.57 -0.12 0.12
H -2.062168 -3.444401 -1.824446 -0.23 0.49 0.44 0.10
H -1.242728 -3.683871 -0.193386 -0.74 -0.24 -0.06 0.10
H -1.000308 -4.734801 -1.590956 1.09 0.18 -0.14 0.09
F 6.839162 -6.434061 -1.992736 0.29 0.81 0.26 0.08
C 6.261952 -7.444481 -2.623246 -1.04 -1.51 -0.32 -0.32
C 5.273792 -7.224421 -3.565256 -0.68 0.24 -0.76 -0.02
C 4.648202 -8.300491 -4.195526 0.45 -1.57 1.33 -0.08
C 4.994802 -9.624331 -3.820236 1.13 1.01 -0.46 -0.10
C 6.073172 -9.852691 -2.949646 -0.81 1.54 0.47 -0.06
C 6.617292 -8.728321 -2.258136 0.29 -0.82 -0.97 -0.01
H 4.958862 -6.218481 -3.800426 0.15 0.16 -0.01 0.11
H 3.841742 -8.270231 -4.913236 0.03 0.81 -0.05 0.10
H 4.513402 -10.424861 -4.362276 0.04 -0.24 0.17 0.09
H 6.418452 -10.862451 -2.783636 0.06 0.04 0.28 0.10
H 7.406862 -8.771511 -1.522526 0.07 -0.49 0.07 0.11
F -4.878568 -12.063431 -2.477346 0.53 -0.63 0.86 0.05
C -4.410588 -12.785581 -1.419306 1.25 -1.59 0.92 -0.24
C -3.710918 -14.026201 -1.578276 -0.98 0.19 0.79 0.00
C -3.420898 -14.825271 -0.438966 0.12 1.95 0.12 -0.07
C -3.614598 -14.300541 0.865084 0.20 -1.20 -1.76 -0.09
C -4.176738 -13.052871 0.983324 -0.47 -0.92 1.04 -0.12
C -4.593988 -12.341081 -0.102736 -0.72 1.11 -1.85 -0.04
H -3.472038 -14.475561 -2.530866 -0.21 0.35 -0.29 0.10
H -2.955108 -15.786951 -0.595846 -0.05 -0.07 0.04 0.09
H -3.404358 -14.925681 1.720294 0.07 0.12 0.11 0.10
H -4.499688 -12.769851 1.974284 0.26 0.54 0.07 0.11
H -5.142048 -11.422991 0.049344 -0.02 0.16 -0.04 0.11
F -2.175018 5.882889 4.848844 2.19 -1.64 -0.61 0.12
C -2.830828 6.937039 5.206804 -0.79 1.16 2.17 -0.33
C -4.067338 7.059599 4.688884 -0.74 -0.93 -2.04 -0.05
C -4.938558 7.987569 5.110004 -1.30 1.89 0.95 -0.08
C -4.529808 8.939479 6.058064 -0.80 0.27 -0.62 -0.08
C -3.282698 8.818919 6.582014 -0.14 0.58 0.70 -0.12
C -2.484978 7.771159 6.253314 2.25 -0.52 -0.41 -0.02
H -4.355128 6.452179 3.843534 0.01 -0.48 0.14 0.13
H -5.933118 7.917619 4.694834 -0.14 0.56 0.01 0.11
H -5.036428 9.841799 6.367184 -0.84 -0.30 -0.22 0.10
H -2.935828 9.542349 7.305014 0.06 0.02 0.08 0.11
H -1.526158 7.765499 6.750324 0.24 -0.61 -0.15 0.12
F -9.399018 2.787399 -9.312336 0.51 0.33 1.06 0.03
C -8.814198 2.932989 -8.078546 -1.27 1.22 1.43 -0.24
C -9.338258 3.855549 -7.105356 0.49 -1.69 0.15 0.01
C -8.802278 3.771619 -5.799826 1.32 0.82 -1.33 -0.10
C -7.684188 3.000259 -5.539146 0.83 -0.88 -0.29 -0.11
C -7.136978 2.147459 -6.507436 -0.84 0.77 0.42 -0.07
C -7.756748 2.111079 -7.741606 -0.28 -0.61 -0.83 -0.04
H -10.198408 4.499279 -7.215676 0.06 0.00 -0.69 0.10
H -8.925598 4.543689 -5.054776 -1.07 0.01 0.02 0.10
H -7.196958 3.088979 -4.579386 -0.03 -0.06 0.13 0.10
H -6.269078 1.528679 -6.333486 -0.04 -0.02 0.18 0.10
H -7.500268 1.341169 -8.454236 0.31 0.11 -0.25 0.12
F 7.545302 4.746349 -5.451976 0.89 0.78 0.63 0.02
C 8.458302 5.524199 -4.761716 0.60 -1.10 -0.18 -0.24
C 7.993782 6.588299 -4.023536 -1.58 0.13 -0.17 -0.05
C 8.798692 7.381189 -3.247756 2.53 -1.07 -0.28 -0.06
C 10.185562 7.035579 -3.280026 -0.99 0.55 -0.03 -0.08
C 10.655782 5.932099 -3.997176 0.12 1.23 0.37 -0.10
C 9.809132 5.139719 -4.738996 -1.68 -0.28 0.21 -0.02
H 6.931422 6.782459 -4.013826 -0.19 -0.09 -0.20 0.12
H 8.390602 8.171829 -2.635596 0.13 0.08 -0.08 0.10
H 10.924452 7.642189 -2.777576 -0.08 0.07 0.23 0.09
H 11.728342 5.805839 -3.988756 0.02 -0.49 0.00 0.10
H 10.080962 4.165049 -5.116516 0.22 0.19 -0.47 0.12
F -5.922478 -1.941111 8.539414 -0.65 1.03 0.35 0.08
C -5.084048 -2.756191 7.924224 0.38 -0.59 -1.07 -0.32
C -4.068278 -2.243091 7.134144 -0.01 0.05 0.67 -0.02
C -3.150198 -3.117791 6.548574 -0.84 -0.91 0.55 -0.07
C -3.324888 -4.501301 6.766824 -0.18 0.59 0.18 -0.08
C -4.422878 -4.972581 7.512414 0.19 -0.22 -1.25 -0.09
C -5.359448 -4.101301 7.996644 -0.05 0.47 0.49 -0.03
H -4.063078 -1.164451 7.080244 0.44 0.10 -0.29 0.11
H -2.342308 -2.762991 5.925824 0.00 0.07 0.02 0.10
H -2.633108 -5.189671 6.304244 0.02 -0.12 0.09 0.09
H -4.704708 -6.013111 7.577664 0.56 -0.27 -0.08 0.10
H -6.314638 -4.405141 8.398764 0.13 -0.19 0.34 0.12
F 6.746952 11.076329 5.381484 -0.22 0.38 -0.48 0.05
C 5.832892 10.533329 4.547874 -0.78 -2.14 0.17 -0.29
C 5.515692 11.057659 3.317074 0.52 0.29 -0.25 -0.02
C 4.657242 10.354689 2.451024 0.63 0.58 0.40 -0.09
C 4.084022 9.184989 2.852654 -0.82 -1.13 1.41 -0.12
C 4.312422 8.639159 4.138994 2.40 1.41 0.08 -0.05
C 5.296422 9.294889 4.957304 -1.25 0.21 -1.03 0.00
H 6.059202 11.953369 3.054934 -0.24 0.20 -0.39 0.11
H 4.432982 10.646989 1.435804 0.24 0.57 0.06 0.10
H 3.386062 8.699039 2.186994 0.02 -0.19 -0.05 0.10
H 3.943082 7.666379 4.428284 -0.24 0.10 0.04 0.09
H 5.657882 8.924779 5.905344 -0.25 -0.29 0.07 0.11
```
Positions in Å, forces in eV/Å.

Output
- Net charge: 0
- ΔE to the lowest compared entry with this formula, charge and spin: 32.0 kcal per mole
- HOMO energy: -9.19 eV
- SMILES: CCOC(=O)OC.Fc1ccccc1.Fc1ccccc1.Fc1ccccc1.Fc1ccccc1.Fc1ccccc1.Fc1ccccc1.Fc1ccccc1
- Orbital gap: 9.877 eV

Entry from the OMol25 dataset: a molecular structure, C46H43N4O2PdSb2 (the ωB97M-V functional and the def2-TZVPD basis).

```
98
Properties=species:S:1:pos:R:3:forces:R:3:lowdin_spin:R:1
Pd 0.828952 -0.532324 -1.160070 -0.12 -0.60 -0.51 1.34
C -0.822869 0.768514 2.776704 0.04 -0.15 -0.16 0.08
C -0.147295 2.118715 2.467276 0.07 0.05 0.10 0.03
C 1.269041 2.119076 1.863212 -0.22 0.02 -0.06 0.09
Sb 1.416736 3.327137 0.090390 0.22 -0.22 0.06 0.48
C 2.174997 2.035036 -1.427866 -0.28 0.09 -0.28 0.07
C 1.349544 1.597352 -2.493404 0.26 0.30 0.19 0.01
C 1.897058 0.822136 -3.513046 0.09 0.07 -0.07 0.03
C 3.252218 0.485619 -3.488618 -0.02 0.01 0.00 0.01
C 4.059873 0.943448 -2.463892 0.01 -0.06 0.07 0.03
C 3.525920 1.719365 -1.430149 -0.02 -0.07 0.01 0.03
C 3.048904 4.598096 0.347118 -0.02 0.08 -0.02 0.12
C 3.499256 4.919341 1.632393 0.04 0.02 -0.14 0.04
C 4.657263 5.666252 1.764252 -0.03 0.05 0.02 0.01
C 5.316907 6.132544 0.631146 -0.03 0.02 -0.01 0.05
C 4.846085 5.834324 -0.645010 -0.03 0.05 0.00 0.00
C 3.692478 5.086239 -0.797403 0.08 -0.01 0.16 0.04
Sb 0.145074 -1.121611 2.394667 0.15 0.34 -0.03 0.49
C 1.492269 -1.569559 0.781653 0.31 -0.35 0.16 0.10
C 2.831183 -1.099361 0.825940 -0.13 -0.13 0.04 0.02
C 3.831371 -1.788417 0.174990 0.04 -0.07 -0.13 0.03
C 3.552186 -2.995796 -0.482024 0.06 0.10 0.05 0.03
C 2.264166 -3.486272 -0.517282 -0.06 -0.02 0.04 0.01
C 1.220331 -2.771520 0.078903 0.10 0.07 0.28 0.06
C 1.560486 -1.217184 3.916794 -0.02 -0.08 0.11 0.09
C 2.557482 -2.200735 3.871058 -0.02 0.04 0.06 0.03
C 3.548398 -2.208507 4.834569 0.00 -0.02 0.03 0.00
C 3.529356 -1.264607 5.858358 -0.03 -0.01 0.01 0.05
C 2.527115 -0.302434 5.918577 -0.03 -0.01 0.00 0.00
C 1.524938 -0.285539 4.962026 0.08 -0.10 0.01 0.04
H -1.783271 0.673285 2.272722 -0.04 -0.01 0.07 0.00
H -1.013973 0.620699 3.840567 -0.07 0.11 0.02 0.00
H -0.127482 2.703345 3.387793 0.00 -0.03 0.02 0.00
H -0.828458 2.625844 1.789853 -0.03 0.09 0.09 0.01
H 1.541997 1.150547 1.444702 0.02 -0.02 0.09 0.01
H 2.036921 2.434193 2.566881 0.03 -0.03 0.00 0.00
H 0.347385 1.995254 -2.594612 -0.09 -0.18 0.07 0.00
H 1.284445 0.545187 -4.361079 -0.02 -0.08 0.04 0.00
H 3.678041 -0.092754 -4.297646 -0.01 -0.01 0.00 0.00
H 5.118589 0.716246 -2.467753 -0.01 0.00 0.01 0.00
H 4.180123 2.079385 -0.644491 0.02 0.02 -0.03 0.00
H 2.970361 4.589900 2.518014 0.00 -0.01 0.00 0.00
H 5.035661 5.901742 2.749702 0.00 0.03 -0.01 0.00
H 6.188203 6.763893 0.744242 0.05 -0.07 0.00 0.00
H 5.368645 6.202074 -1.517696 -0.01 0.03 0.01 0.00
H 3.312702 4.878301 -1.790426 0.00 -0.02 0.00 0.00
H 3.094803 -0.236163 1.423924 -0.03 0.03 -0.01 0.00
H 4.849294 -1.422942 0.224367 -0.01 -0.01 -0.03 0.00
H 4.358877 -3.558110 -0.934242 0.00 0.00 0.02 0.00
H 2.061367 -4.455984 -0.953112 -0.02 0.03 -0.06 0.00
H 0.221233 -3.195806 0.105510 -0.04 0.07 -0.13 0.00
H 2.560798 -2.958989 3.096375 0.01 0.02 -0.02 0.00
H 4.326659 -2.959122 4.803488 -0.01 -0.01 0.02 0.00
H 4.284968 -1.299020 6.632027 0.03 0.03 -0.03 0.00
H 2.513840 0.419978 6.723490 0.01 -0.01 0.01 0.00
H 0.734021 0.448267 5.042527 0.00 0.02 -0.01 0.00
C -0.666681 -4.576859 -4.842248 0.03 0.06 0.06 0.00
N -0.549144 -3.283751 -4.154712 -0.08 -0.10 -0.06 0.00
C -1.392056 -2.211181 -4.300645 0.00 -0.09 -0.01 0.00
C -0.940588 -1.250341 -3.456836 0.16 0.00 -0.02 0.01
N 0.178506 -1.729443 -2.800180 -0.25 0.13 0.00 0.13
C 0.372931 -2.961555 -3.241306 0.08 0.05 -0.06 0.01
H -1.396915 -4.479007 -5.639079 0.01 0.02 -0.01 0.00
H -0.997608 -5.341726 -4.144297 -0.03 0.01 0.02 0.00
H 0.292561 -4.856512 -5.269536 0.01 0.02 -0.02 0.00
H -2.229961 -2.224885 -4.976325 0.01 -0.01 0.00 0.00
H -1.329879 -0.257915 -3.301094 -0.04 -0.02 0.05 0.00
H 1.175672 -3.617661 -2.955639 -0.02 -0.02 0.02 0.00
O -0.476753 1.493344 -0.226791 -0.43 0.12 -0.13 0.08
C -1.428521 0.674281 -0.280710 0.15 0.04 -0.01 0.02
N -2.733678 0.912313 -0.307546 -0.11 -0.07 0.07 0.01
C -3.506988 -0.344492 -0.315138 0.02 -0.04 -0.07 0.01
C -2.353640 -1.372796 -0.385428 0.37 0.00 -0.15 0.02
O -2.450777 -2.565443 -0.438955 0.05 -0.11 -0.07 0.01
N -1.148348 -0.664239 -0.330224 -0.14 0.51 0.18 0.18
C -4.377982 -0.488092 -1.559243 0.00 0.17 0.13 0.00
C -5.153873 -1.634118 -1.699645 -0.04 -0.10 0.02 0.00
C -6.026106 -1.751385 -2.768481 0.06 -0.06 -0.03 0.00
C -6.129333 -0.729836 -3.706390 -0.02 -0.05 -0.02 0.00
C -5.342454 0.401042 -3.581528 0.12 0.02 0.03 0.00
C -4.458385 0.518437 -2.511666 -0.05 0.06 -0.06 0.00
C -4.294792 -0.472083 0.984232 0.05 -0.05 0.02 0.00
C -5.428630 0.317825 1.148411 -0.01 0.08 0.02 0.00
C -6.162144 0.253941 2.322330 0.02 -0.01 0.01 0.00
C -5.776824 -0.611574 3.339803 -0.06 0.03 -0.02 0.00
C -4.640832 -1.388989 3.189425 0.06 -0.01 -0.02 0.00
C -3.897793 -1.317973 2.015563 0.00 0.05 0.02 0.01
H -3.144573 1.823451 -0.177850 -0.01 0.00 0.00 0.00
H -5.072742 -2.432899 -0.972876 -0.07 0.04 0.03 0.00
H -6.631902 -2.642033 -2.870064 -0.01 0.01 0.02 0.00
H -6.823852 -0.818785 -4.530969 -0.01 0.00 0.01 0.00
H -5.419741 1.199440 -4.307607 0.01 0.01 0.01 0.00
H -3.854343 1.412779 -2.422007 -0.03 0.02 -0.02 0.00
H -5.747593 0.980883 0.351095 -0.05 -0.06 -0.02 0.00
H -7.045000 0.868056 2.437716 -0.01 -0.02 -0.01 0.00
H -6.374786 -0.693165 4.237454 0.03 0.04 0.01 0.00
H -4.343947 -2.070744 3.975973 -0.01 -0.01 -0.02 0.00
H -3.035673 -1.964881 1.896621 -0.05 -0.08 -0.02 0.01
```
Positions in Å, forces in eV/Å.

Output
- Net charge: +3
- Multiplicity: 5
- HOMO energy (alpha / beta): -15.09 / -15.09 eV
- Orbital gap (alpha / beta): 7.525 / 4.396 eV